[1]
Formula: C6H6NO4S
Source: the OMol25 dataset
Level of theory: the ωB97M-V functional and the def2-TZVPD basis

Geometry (Å):
1 S -1.37 0.63 0.40
2 O -2.79 0.82 0.68
3 O -0.43 -2.17 -1.96
4 O -1.28 -0.50 -0.70
5 O 0.88 -0.31 -1.52
6 N 2.77 -2.85 -0.20
7 C 1.00 -1.03 -0.27
8 C 2.01 -2.00 -0.22
9 C -0.29 0.41 1.74
10 C 0.92 -0.25 1.10
11 C -0.15 -1.19 -1.30
12 C -0.84 2.12 -0.61
13 H 0.11 1.73 -1.09
14 H -0.99 -0.34 2.27
15 H 1.27 -0.86 1.84
16 H -0.71 3.01 0.05
17 H -1.68 2.18 -1.30
18 H 1.58 0.60 1.07

The energy above the lowest of the compared OMol25 structures with the same formula, charge and spin comes out at 409.8 kJ/mol. As for the LUMO energy: 3.308 eV. Its charge is -1. The SMILES is C[S@]1(=O)=CC[C@]2(C#N)O[C@]2([O-])O1.

=====

[2]
Formula: C33H34F32O10
Source: the OMol25 dataset
Level of theory: the ωB97M-V functional and the def2-TZVPD basis

Geometry (Å):
1 F 1.47 3.19 4.58
2 F -6.20 -6.30 -4.09
3 F 8.58 8.33 4.14
4 F 1.56 3.84 -0.19
5 F -1.13 2.87 5.29
6 F -0.92 2.53 3.14
7 F -5.72 -8.34 -3.49
8 F -7.13 -3.83 -3.23
9 F -3.31 4.52 -4.11
10 F 1.06 4.20 1.90
11 F -8.87 -5.67 -4.57
12 F -9.14 -3.55 -5.05
13 F 5.67 8.88 2.28
14 F 2.92 1.63 0.42
15 F -8.17 -7.61 -2.54
16 F 1.11 1.42 5.77
17 F -1.60 6.09 -2.44
18 F -8.92 -2.91 -2.42
19 F -1.08 1.70 -0.92
20 F 5.99 6.68 0.43
21 F -2.57 2.20 -2.43
22 F -3.59 6.68 -4.18
23 F -0.13 1.60 -3.39
24 F 4.57 6.26 2.89
25 F 5.06 4.16 2.68
26 F -0.55 3.71 -3.73
27 F 4.26 5.33 0.38
28 F -3.40 6.82 -1.48
29 F 8.23 7.69 2.09
30 F 7.37 10.18 2.67
31 F 0.82 1.52 1.01
32 F -6.65 -7.89 -1.00
33 O 6.73 5.56 2.93
34 O 1.49 1.14 3.63
35 O -0.80 -7.34 -0.58
36 O -3.40 -5.28 -0.41
37 O 0.96 -4.42 1.16
38 O 3.73 -1.99 1.10
39 O -3.23 -2.41 -0.35
40 O 1.38 -2.71 -1.07
41 O -8.50 -4.99 -1.85
42 O -2.96 4.68 -1.31
43 C 2.48 1.57 2.70
44 C -2.87 5.77 -2.14
45 C -0.96 -6.55 0.58
46 C 5.53 5.49 0.85
47 C 6.67 9.13 3.14
48 C 0.91 1.97 4.55
49 C -1.84 3.89 -0.93
50 C 1.83 -1.59 -0.27
51 C -0.31 2.79 -2.78
52 C 0.53 -7.36 -1.06
53 C -5.91 -7.08 -3.03
54 C -2.25 -4.58 -0.23
55 C 4.99 -2.63 1.09
56 C 4.82 -4.12 0.82
57 C 0.14 -3.12 -0.68
58 C -9.27 -4.49 -4.08
59 C 3.32 -1.53 -0.18
60 C 5.48 5.42 2.38
61 C -1.48 2.67 -1.79
62 C 0.08 -4.23 0.33
63 C 7.62 7.93 3.27
64 C 7.06 6.61 3.84
65 C -0.61 2.04 4.36
66 C -3.72 5.59 -3.40
67 C -1.05 -1.48 -2.11
68 C -0.99 -2.59 -1.13
69 C -1.11 -5.10 0.22
70 C -7.39 -5.71 -1.35
71 C -2.26 -3.12 -0.58
72 C 1.95 3.60 1.10
73 C 2.01 2.09 1.33
74 C -7.05 -7.07 -2.01
75 C -8.40 -4.08 -2.88
76 H 6.25 9.40 4.12
77 H 5.45 -2.51 2.06
78 H -1.65 -1.77 -2.96
79 H 5.79 -4.60 0.83
80 H -3.96 -5.23 0.37
81 H -6.50 -5.08 -1.25
82 H 0.51 -7.55 -2.12
83 H -0.97 4.50 -0.70
84 H 3.79 -2.14 -0.95
85 H -1.05 1.05 4.47
86 H 1.09 -8.13 -0.53
87 H -1.54 -0.62 -1.66
88 H 2.93 4.06 1.24
89 H 4.18 -4.52 1.59
90 H 1.42 -0.69 -0.72
91 H 7.89 6.19 4.40
92 H 6.27 6.79 4.57
93 H -10.31 -4.55 -3.78
94 H 6.17 4.70 0.45
95 H -1.85 -6.91 1.09
96 H 1.43 -1.64 0.74
97 H -0.07 -1.22 -2.48
98 H 3.62 -0.50 -0.31
99 H -7.69 -5.96 -0.33
100 H -4.98 -6.74 -2.57
101 H 0.61 3.06 -2.25
102 H 3.02 0.66 2.47
103 H -2.16 3.45 0.02
104 H 4.37 -4.26 -0.15
105 H -0.12 -6.67 1.27
106 H 5.65 -2.17 0.35
107 H 1.06 -6.42 -0.90
108 H 3.20 2.24 3.16
109 H -4.77 5.45 -3.13

As for the LUMO energy: -1.060 eV. The SMILES is CCOCCOC1=C(C)C(=O)C(O)=C(COC)C1=O.FC(F)C(F)(F)COC(F)(F)C(F)F.FC(F)C(F)(F)COC(F)(F)C(F)F.FC(F)C(F)(F)COC(F)(F)C(F)F.FC(F)C(F)(F)COC(F)(F)C(F)F.

=====

[3]
Formula: C9H15O6Zn
Source: the OMol25 dataset
Level of theory: the ωB97M-V functional and the def2-TZVPD basis

Geometry (Å):
1 Zn 0.03 0.64 1.45
2 O -0.12 -1.24 0.72
3 O 1.58 -0.29 2.44
4 O 1.03 1.57 0.04
5 O -1.19 0.91 2.93
6 O -1.58 1.20 0.29
7 O 1.44 -1.17 -1.47
8 C -1.15 2.23 -0.59
9 C 0.26 1.85 -1.00
10 C 2.41 -0.54 -2.32
11 C 0.17 -1.03 -1.67
12 C 0.79 -2.18 1.25
13 C -2.38 1.26 2.48
14 C -0.68 -1.51 -0.55
15 C 1.65 -1.49 2.26
16 C -2.63 1.50 1.17
17 H 0.11 0.64 -1.69
18 H 2.41 -2.10 2.77
19 H 2.01 -0.40 -3.33
20 H -3.20 1.37 3.20
21 H -1.14 3.20 -0.06
22 H -3.58 1.79 0.74
23 H 0.67 2.61 -1.70
24 H -0.90 -2.58 -0.68
25 H -0.22 -1.18 -2.69
26 H -1.63 -0.96 -0.58
27 H -1.81 2.30 -1.47
28 H 0.26 -3.01 1.73
29 H 2.65 0.42 -1.84
30 H 3.29 -1.19 -2.32
31 H 1.46 -2.63 0.50

The energy above the lowest of the compared OMol25 structures with the same formula, charge and spin comes out at 207.3 kJ/mol. As for the LUMO energy: -5.030 eV. Its charge is +1.

=====

| no. | HOMO level (Ha) | E_tot (eV) | orbital gap (hartree) |
| --- | --- | --- | --- |
| 1 | -0.17040 | -26831.226 | 0.292 |
| 2 | -0.35755 | -142204.474 | 0.319 |
| 3 | -0.39198 | -70268.877 | 0.207 |